[1]
{"formula": "C24H45AuClO4P2", "method": "the ωB97M-V functional and the def2-TZVPD basis", "species": ["Au", "Cl", "P", "P", "O", "O", "O", "O", "C", "C", "C", "C", "C", "C", "C", "C", "C", "C", "C", "C", "C", "C", "C", "C", "C", "C", "C", "C", "C", "C", "C", "C", "H", "H", "H", "H", "H", "H", "H", "H", "H", "H", "H", "H", "H", "H", "H", "H", "H", "H", "H", "H", "H", "H", "H", "H", "H", "H", "H", "H", "H", "H", "H", "H", "H", "H", "H", "H", "H", "H", "H", "H", "H", "H", "H", "H", "H"], "positions_angstrom": [[0.46766, -0.03968, 0.29247], [0.32770, -0.41584, 4.82931], [1.02328, -2.42914, 0.50736], [1.77829, 1.83119, 1.33687], [1.12330, -1.67908, 4.58375], [0.93870, 0.85353, 5.33470], [-0.04685, 0.36917, 2.67396], [-1.03052, -0.54212, 5.45392], [2.65355, -2.62472, -0.26735], [-2.26618, 0.69712, -0.14025], [-1.73884, 1.54514, 0.84246], [-1.73252, 3.02156, 0.70539], [-0.23238, -3.65794, 0.03513], [1.39701, -3.17113, 2.11041], [0.53913, 1.36398, -2.84270], [-0.92568, 0.45423, -4.77968], [1.95748, 3.30621, 0.29275], [2.21564, -0.23314, -3.87700], [0.01492, -1.66521, -3.86839], [-2.20504, -1.65852, 2.73809], [1.39708, 2.65619, 2.88866], [-2.13796, -0.57156, 1.80058], [-0.03152, 1.61148, -4.19668], [-3.10594, -1.82159, -0.12910], [3.46779, 1.22516, 1.56166], [1.34324, -1.36278, -4.52778], [-1.40399, 0.74268, 2.21466], [-2.90852, 1.15709, -1.38091], [-2.44071, -0.64278, 0.46044], [-1.02619, -0.81944, -3.97387], [1.61982, 0.43988, -2.68242], [-1.90559, 1.61121, 3.37345], [-2.35838, 1.95781, -1.90722], [-1.40118, 3.39658, -0.28149], [0.98762, 3.79044, 0.12988], [-0.47903, 0.19131, -5.76471], [-1.54017, 2.66351, 3.32030], [1.26518, 1.93158, 3.70186], [-1.95031, 0.85406, -4.96570], [3.16637, -0.70056, -3.53028], [-1.10458, 1.29843, 4.06005], [3.98409, 2.09683, 1.97541], [2.55150, -2.74749, -1.35350], [-1.12453, 3.56690, 1.43335], [1.15887, -1.05976, -5.58384], [3.29838, -1.77252, -0.01784], [2.48754, 0.49800, -4.67035], [1.93673, -2.30500, -4.54397], [0.52532, -3.10762, 2.76233], [2.42794, 3.03672, -0.65479], [-0.70732, -3.96889, 0.97727], [-3.25655, -1.74542, 3.01943], [-0.66478, 2.52639, -4.11937], [-1.68686, -1.43915, 3.66543], [0.39533, -4.47434, -0.33211], [3.88294, 0.94839, 0.58630], [-2.98779, -1.98705, -1.21183], [0.50150, 3.28281, 2.79674], [0.05877, 1.79534, -1.98818], [-3.13047, 0.36422, -2.11073], [-4.16244, -1.61940, 0.08804], [-0.96916, -3.33892, -0.70744], [2.29000, 3.25271, 3.08714], [-2.00768, -1.01568, -3.48692], [-2.85587, 1.33330, 3.90076], [-1.82430, -2.63379, 2.42127], [1.59683, -4.19980, 1.77039], [-0.06400, -2.63124, -3.32897], [1.92455, 0.14059, -1.69734], [2.60580, 3.95156, 0.89937], [2.28370, -2.68175, 2.51465], [-2.75262, 3.44018, 0.81474], [-2.84438, -2.75228, 0.39153], [3.47598, 0.38638, 2.26361], [-3.84905, 1.59421, -0.99490], [0.76013, 1.84870, -4.94189], [3.03015, -3.51748, 0.24363]], "forces_ev_per_angstrom": [[0.5, -0.3, 0.7], [-1.4, 1.0, -1.2], [-0.7, 2.2, 0.1], [-1.1, -0.4, -1.4], [-0.9, 2.1, 1.9], [0.4, -2.5, 0.4], [-2.5, 0.1, -2.1], [2.2, -0.9, 0.1], [-0.4, -0.7, -0.2], [0.2, -1.1, 1.8], [1.9, -0.8, 0.1], [0.0, 1.0, -0.3], [0.6, -0.2, -0.4], [0.0, 0.3, -0.5], [3.8, -3.5, 0.0], [-0.3, 0.1, -0.5], [0.5, -0.2, 0.2], [1.0, -0.4, 0.2], [-0.5, 0.1, 0.1], [-0.2, -0.8, 1.3], [0.1, -0.4, 0.5], [2.0, 1.1, 0.3], [-0.5, 1.1, -0.2], [-0.5, -0.3, -0.2], [-0.2, 0.4, 0.0], [0.1, -0.6, -0.4], [-0.4, 0.2, -0.4], [-0.3, 0.4, -0.5], [0.5, 1.5, -0.5], [0.1, -0.4, 0.4], [-3.8, 3.1, -1.2], [1.0, -0.8, 1.8], [-0.2, -0.3, 0.4], [-0.1, -0.5, 0.2], [0.3, -0.1, 0.0], [-0.5, 0.2, 0.5], [-1.4, -0.5, -0.5], [0.1, 0.5, -0.4], [0.8, -0.3, 0.0], [-0.5, 0.3, -0.4], [-1.1, 0.3, 0.5], [0.4, -0.4, 0.0], [0.3, 0.0, 0.3], [-0.1, -0.4, 0.0], [0.1, -0.4, 0.6], [-0.3, -0.2, -0.1], [-0.2, -0.4, 0.6], [-0.4, 0.7, -0.2], [0.4, -0.1, 0.1], [-0.1, 0.2, 0.0], [0.0, 0.0, -0.5], [-0.2, -0.5, 0.1], [0.4, -0.5, -0.3], [-0.1, 0.2, -0.1], [-0.5, -0.4, -0.2], [0.0, 0.0, 0.3], [0.0, 0.4, 0.4], [0.4, -0.1, 0.0], [-0.1, 0.2, 0.5], [0.0, 0.2, 0.5], [-0.2, -0.4, -0.3], [0.4, -0.1, 0.1], [-0.2, 0.3, 0.1], [0.9, -0.1, -0.4], [0.6, 0.9, -0.9], [-0.3, 0.1, -0.4], [0.1, 0.1, 0.7], [-0.1, 0.8, -0.3], [0.3, 0.1, 0.3], [-0.1, 0.3, -0.5], [-0.2, -0.3, 0.3], [0.2, -0.4, 0.1], [-0.1, 0.4, -0.1], [0.1, 0.2, -0.1], [0.0, -0.1, -0.6], [-0.4, -0.2, 0.6], [0.5, 0.0, -0.7]], "mulliken_spin": [0.070, 0.208, 0.026, 0.100, 0.176, 0.140, 0.315, 0.144, 0.001, 0.050, 0.245, -0.017, 0.008, 0.000, -0.006, 0.000, 0.013, 0.001, 0.001, -0.005, 0.008, 0.123, 0.000, -0.013, 0.018, 0.000, 0.094, 0.014, 0.151, 0.002, 0.008, 0.021, 0.000, 0.008, -0.002, 0.000, 0.001, 0.004, 0.000, 0.000, 0.003, 0.003, -0.001, 0.004, 0.000, -0.001, 0.000, 0.000, 0.000, -0.001, -0.002, 0.013, 0.000, 0.017, 0.001, 0.000, 0.004, -0.001, 0.006, 0.002, 0.005, 0.001, 0.003, 0.000, 0.002, 0.015, 0.000, -0.001, -0.005, 0.004, -0.001, 0.013, 0.003, -0.001, 0.010, 0.000, 0.001], "multiplicity": 3, "e_homo_ha": [-0.39289, -0.38920], "de_lowest_kcal_mol": 0.0, "s2": 2.02, "orbital_gap_ev": [7.51, 5.04], "total_energy_ev": -68581.215, "charge": 1}

---

[2]
{"formula": "CH7NO2", "method": "the ωB97M-V functional and the def2-TZVPD basis", "species": ["O", "O", "N", "C", "H", "H", "H", "H", "H", "H", "H"], "positions_angstrom": [[-2.56953, -0.40392, -0.03229], [2.74918, -0.42584, 0.57383], [-0.50403, 0.87188, -0.70838], [0.31727, 0.01433, 0.18385], [-1.46531, 0.49339, -0.65273], [-3.48599, -0.33624, 0.12461], [3.65140, -0.03701, 0.47609], [0.38957, -1.01273, -0.23260], [-0.07473, 1.09279, -1.58449], [1.45603, 0.28712, 0.27335], [-0.28356, -0.03840, 1.11895]], "forces_ev_per_angstrom": [[3.0, -0.2, -0.4], [-0.5, 0.3, -0.2], [4.5, -1.9, 2.5], [-5.8, 1.5, -1.6], [-2.9, 0.1, 0.9], [-1.8, 0.4, 0.0], [-1.1, 0.3, 0.0], [1.1, 0.2, -0.1], [0.1, -0.3, -0.7], [2.6, -0.5, 0.3], [0.9, 0.0, -0.5]], "mulliken_charge": [-0.738, -0.629, -0.270, -0.334, 0.358, 0.241, 0.276, 0.288, 0.263, 0.248, 0.296], "multiplicity": 1, "e_homo_ha": -0.34656, "de_lowest_kcal_mol": 182.8, "orbital_gap_ev": 4.75, "total_energy_ev": -6727.418}

---

[3]
{"formula": "C5H7N3", "method": "the ωB97M-V functional and the def2-TZVPD basis", "species": ["N", "N", "N", "C", "C", "C", "C", "C", "H", "H", "H", "H", "H", "H", "H"], "positions_angstrom": [[2.29261, -0.93007, -0.06611], [1.05219, -1.28741, 0.13541], [-1.24189, -1.32920, 0.03007], [-2.31256, -0.57461, -0.04481], [-0.60143, 0.82349, 0.07953], [-2.00576, 0.76353, 0.02499], [-0.08762, -0.52895, 0.08005], [2.51171, 0.50554, -0.03535], [-1.32620, -2.27923, 0.02222], [0.04958, 1.73332, 0.36647], [-3.28223, -1.11479, -0.35093], [2.23002, 0.73425, 1.08113], [3.62112, 0.91323, -0.44304], [-2.65584, 1.61430, -0.10567], [1.75627, 0.95660, -0.77396]], "forces_ev_per_angstrom": [[-2.9, -0.6, 0.9], [3.5, -0.1, -1.2], [1.5, 2.9, 0.0], [-3.7, -0.6, -1.1], [2.3, 0.2, 1.3], [0.7, 0.2, -0.5], [-1.3, 1.1, 0.5], [0.5, 1.5, -0.7], [0.6, -2.9, -0.1], [-1.4, -1.7, -0.9], [1.5, 1.3, 0.9], [0.9, 0.5, -2.1], [-2.9, -1.6, 1.6], [-0.1, -0.2, 0.2], [0.9, -0.1, 1.2]], "mulliken_charge": [-0.450, -0.151, 0.049, -0.218, 0.038, -0.807, 0.254, -0.524, 0.154, 0.292, 0.279, 0.262, 0.246, 0.390, 0.186], "multiplicity": 1, "e_homo_ha": -0.31108, "de_lowest_kcal_mol": 89.2, "orbital_gap_ev": 8.62, "total_energy_ev": -9765.518, "smiles": "C/N=N\\c1ccc[nH]1"}

---

[4]
{"formula": "C3H4N2O2S", "method": "the ωB97M-V functional and the def2-TZVPD basis", "species": ["S", "O", "O", "N", "N", "C", "C", "C", "H", "H", "H", "H"], "positions_angstrom": [[-2.89081, 0.57042, 0.25466], [-0.09526, 1.01029, -0.25514], [1.85945, 2.02787, 0.14096], [-1.78408, -0.48295, -0.46851], [0.50101, -1.19892, -0.28684], [1.21539, 1.03666, 0.00493], [-0.43008, -0.30684, -0.28753], [1.70560, -0.43083, -0.08803], [2.34174, -0.52381, -0.95824], [2.14287, -0.76433, 0.85471], [-2.03985, -1.46547, -0.46729], [-2.52598, 0.52790, 1.55632]], "forces_ev_per_angstrom": [[-0.4, 0.4, 0.0], [-0.9, 0.4, 0.5], [-0.3, 0.1, 0.2], [0.4, -0.8, 0.3], [-2.0, 1.1, 0.3], [2.6, -0.4, -0.4], [0.0, -1.4, -1.1], [-0.6, 0.5, 0.4], [0.6, 0.0, 0.1], [0.6, 0.2, -0.3], [0.0, 0.2, 0.0], [0.1, -0.3, -0.1]], "mulliken_charge": [-0.119, -0.281, -0.545, -0.290, -0.565, 0.509, 0.459, -0.133, 0.253, 0.253, 0.327, 0.132], "multiplicity": 1, "e_homo_ha": -0.35783, "de_lowest_kcal_mol": 25.3, "orbital_gap_ev": 10.25, "total_energy_ev": -21085.734, "smiles": "O=C1CN=C(NS)O1"}